Entry 1:
{"formula": "C2H4BrN", "method": "the ωB97M-V functional and the def2-TZVPD basis", "homo_lumo_gap_ev": [8.43, 9.30], "e_above_lowest_kj_mol": 550.37, "total_energy_ev": -73665.288, "species": ["C", "C", "N", "Br", "H", "H", "H", "H"], "xyz": [[1.40790, -0.42557, -0.22762], [-1.07810, 0.23588, 0.16855], [0.09176, 0.75620, 0.59943], [3.11738, -0.10680, 0.23246], [1.06239, -0.91457, -1.02797], [-1.76479, 1.11448, -0.17626], [-1.84967, -0.15196, 1.00898], [-0.98687, -0.50766, -0.57756]], "atomic_forces_ev_per_a": [[-2.349, 5.012, 5.371], [-4.904, 0.760, 0.806], [5.423, -2.357, -1.011], [0.340, -0.008, -0.064], [-1.145, -1.837, -3.020], [1.107, -1.143, 0.028], [1.964, 0.428, -1.191], [-0.435, -0.854, -0.918]], "lowdin_charge": [-0.5752, -0.3389, 0.0111, 0.6984, -0.0561, 0.1073, 0.1259, 0.0275]}

Entry 2:
{"formula": "C7H10N2", "method": "the ωB97M-V functional and the def2-TZVPD basis", "homo_lumo_gap_ev": 9.95, "e_above_lowest_kj_mol": 545.05, "smiles": "[H]/N=C/N[C@@H](C#C)C(=C)C", "total_energy_ev": -10395.962, "species": ["H", "N", "C", "N", "C", "C", "C", "C", "C", "C", "H", "H", "H", "H", "H", "H", "H", "H", "H"], "xyz": [[-1.94542, -1.93712, 1.99626], [-1.38075, -1.32063, 1.33716], [-1.37750, -1.76792, 0.13370], [-0.60526, -1.10003, -0.92642], [-0.30800, 0.26427, -0.65739], [-1.36915, 1.28917, -0.04172], [-2.25508, 2.15240, -0.13946], [1.08643, 0.50898, 0.12378], [1.32409, 1.71544, 0.72538], [2.23822, -0.66649, -0.11071], [-1.65276, -2.72387, -0.21838], [-1.06966, -0.94477, -1.79908], [0.08848, 0.57937, -1.56552], [-3.24467, 2.64647, -0.33271], [0.42842, 2.36917, 0.97382], [2.39761, 1.80729, 1.15640], [2.55611, -0.82848, -1.19433], [2.04468, -1.73277, 0.15204], [3.04420, -0.31047, 0.38717]], "atomic_forces_ev_per_a": [[1.093, 0.767, -1.274], [-1.143, -1.100, -0.821], [2.113, 1.574, 0.239], [-1.901, 0.268, 2.472], [2.535, 2.327, 4.499], [-1.396, 0.421, -2.728], [0.503, -2.095, -0.114], [0.144, -0.917, -0.323], [0.681, -2.442, 0.389], [-3.265, 0.195, -2.494], [-1.022, -1.112, -0.162], [-0.887, -1.570, -0.565], [-0.268, 1.422, -1.969], [1.829, -0.448, 0.708], [1.715, -0.552, -0.427], [-2.166, 0.461, -0.620], [-0.640, 0.861, 1.036], [-0.597, 1.104, 0.521], [2.672, 0.836, 1.634]], "lowdin_charge": [0.0795, 0.1062, -0.2380, 0.0107, -0.3410, -0.0864, 0.0823, -0.2382, 0.0086, -0.0436, 0.0926, 0.1114, 0.1117, 0.0503, 0.0615, 0.0847, 0.0831, 0.0686, -0.0038]}

Entry 3:
{"formula": "C8H6Cl2O2Sn", "method": "the ωB97M-V functional and the def2-TZVPD basis", "homo_lumo_gap_ev": 7.55, "total_energy_ev": -43355.387, "species": ["Sn", "Cl", "C", "C", "C", "C", "O", "C", "C", "O", "C", "H", "H", "H", "H", "Cl", "C", "H", "H"], "xyz": [[-0.31084, 2.24669, 2.34919], [1.61935, -3.59547, -2.26842], [0.79536, -2.55399, -1.45401], [-0.75467, -2.75032, -0.90638], [-1.02304, -2.01689, 0.08138], [-0.09565, -0.45885, 0.36087], [-0.94216, 0.35786, 0.96216], [0.90197, -0.36956, -0.37677], [1.63617, 0.63213, 0.36651], [1.41286, 1.41275, 1.30870], [1.49087, -1.39737, -1.16570], [-0.94791, -3.77675, -1.38894], [-2.25032, -2.08009, 0.13111], [2.72505, 0.84100, -0.05611], [2.66082, -1.34174, -1.11344], [-2.95968, 2.86865, 0.56185], [-1.37485, 3.84138, 0.90353], [-1.55421, 4.30541, 1.66950], [-1.02911, 3.83517, 0.03498]], "atomic_forces_ev_per_a": [[-0.954, -1.025, -1.474], [2.369, -5.100, -3.217], [-2.837, 6.360, 3.839], [7.314, -4.607, -5.591], [-4.344, 4.874, 2.397], [-14.899, -3.539, 4.083], [2.920, -0.895, -0.036], [6.552, 3.046, -0.553], [4.490, 1.305, -3.247], [-0.417, 0.212, 0.202], [1.430, -1.455, 0.700], [-1.364, 1.849, 1.065], [2.960, 0.613, 1.477], [-1.500, -0.961, 0.732], [-2.295, -0.284, -1.023], [0.667, 0.487, 0.548], [-1.731, -9.288, 0.104], [-1.796, 6.706, 6.924], [3.435, 1.700, -6.929]], "lowdin_charge": [1.2805, 0.8170, -0.7968, -0.1244, 0.0022, -0.2757, -0.2479, -0.2289, -0.1652, -0.2687, -0.1195, 0.1167, 0.1559, 0.1690, 0.1457, 0.3648, -0.5553, -0.1627, -0.1068]}

Entry 4:
{"formula": "C36H41ClN5O2PSV", "method": "the ωB97M-V functional and the def2-TZVPD basis", "charge": 1, "homo_lumo_gap_ev": [7.49, 7.53], "e_above_lowest_kj_mol": 38.30, "multiplicity": 3, "total_energy_ev": -107872.745, "s2": 2.017, "species": ["V", "C", "C", "N", "C", "S", "N", "N", "C", "C", "C", "C", "C", "C", "C", "N", "H", "H", "H", "H", "H", "H", "H", "H", "H", "H", "H", "H", "H", "Cl", "C", "C", "C", "C", "C", "C", "P", "C", "C", "C", "C", "C", "C", "C", "C", "C", "C", "C", "C", "H", "H", "H", "H", "H", "H", "H", "H", "H", "H", "H", "H", "H", "H", "N", "C", "C", "O", "O", "H", "H", "H", "H", "H", "C", "C", "C", "C", "C", "C", "H", "H", "H", "H", "H", "H", "H", "H", "H"], "xyz": [[-0.82928, 0.32738, 0.36511], [2.19167, 4.42755, 4.75343], [2.84086, 3.31974, 3.94165], [1.97077, 2.16498, 3.73974], [0.88443, 2.11369, 2.93606], [0.94377, 3.21407, 1.58540], [-0.00601, 1.24019, 3.30550], [-0.95997, 0.76300, 2.44361], [-1.95765, 0.18358, 3.02756], [-2.14317, 0.10432, 4.50526], [-2.99840, -0.42183, 2.14077], [-4.02178, -1.20176, 2.64322], [-4.95459, -1.73476, 1.76171], [-4.84400, -1.45413, 0.41369], [-3.78929, -0.66415, -0.01921], [-2.88066, -0.16634, 0.82071], [2.92022, 5.20171, 4.98795], [1.79596, 4.04015, 5.69264], [1.37335, 4.88577, 4.19811], [3.72874, 2.93908, 4.44735], [3.16344, 3.68840, 2.96797], [1.90493, 1.51245, 4.51011], [-1.43051, 0.74127, 5.01693], [-1.99253, -0.92477, 4.84135], [-3.15861, 0.39598, 4.77398], [-4.08252, -1.40544, 3.70137], [-5.75641, -2.35747, 2.13293], [-5.55147, -1.83617, -0.30698], [-3.66938, -0.39813, -1.06310], [-0.63827, -2.16722, 1.24152], [0.32748, -3.05025, 0.05301], [0.89765, -4.23462, 0.47543], [1.68171, -4.94239, -0.42296], [1.87998, -4.45525, -1.70656], [1.28624, -3.26586, -2.09958], [0.48728, -2.53464, -1.22418], [-0.35720, -0.98652, -1.69571], [-1.79080, -1.58234, -2.65804], [-2.27965, -2.87821, -2.51479], [-3.43993, -3.26697, -3.17302], [-4.12076, -2.35980, -3.97031], [-3.64321, -1.06164, -4.10838], [-2.48501, -0.67270, -3.45600], [0.67461, -0.18810, -2.96292], [0.78667, -0.73440, -4.24269], [1.58789, -0.12833, -5.19558], [2.26317, 1.04576, -4.88787], [2.11869, 1.61993, -3.63426], [1.32694, 1.00780, -2.67282], [0.73666, -4.58979, 1.48155], [2.14324, -5.86895, -0.11223], [2.50019, -4.99872, -2.40448], [1.46352, -2.89284, -3.09826], [-1.75587, -3.59451, -1.89497], [-3.80466, -4.27873, -3.06642], [-5.02065, -2.66297, -4.48810], [-4.17741, -0.34831, -4.71983], [-2.13149, 0.34729, -3.55531], [0.21934, -1.61805, -4.51033], [1.67900, -0.56732, -6.17923], [2.88406, 1.52263, -5.63401], [2.62316, 2.54744, -3.40029], [1.21840, 1.45818, -1.69549], [-2.06946, 4.37628, 0.52983], [-3.07568, 3.40774, 0.13110], [-2.57658, 2.31056, -0.78493], [-3.27863, 1.88842, -1.66389], [-1.33786, 1.80263, -0.56988], [-2.44587, 5.01558, 1.22046], [-1.76872, 4.93457, -0.26226], [-0.38468, 3.41803, 1.44233], [-3.94151, 3.84048, -0.37575], [-3.43346, 2.89445, 1.03265], [4.28432, -0.52880, 1.88614], [3.83646, -0.12419, 0.47798], [4.22591, -1.21177, -0.52985], [4.48471, 1.20818, 0.08480], [2.37228, 0.03121, 0.46511], [1.16194, 0.13830, 0.46151], [5.36501, -0.67725, 1.90347], [3.80168, -1.45624, 2.19413], [4.02700, 0.24498, 2.61053], [5.31095, -1.32076, -0.56640], [3.87066, -0.95397, -1.52948], [3.79066, -2.17261, -0.24926], [5.56928, 1.13367, 0.17410], [4.13771, 2.01514, 0.73119], [4.24099, 1.46742, -0.94535]], "atomic_forces_ev_per_a": [[0.138, -0.429, 0.266], [-0.045, 0.017, 0.013], [0.071, -0.057, -0.075], [-0.102, 0.058, 0.086], [0.342, -0.225, 0.247], [-0.238, 0.184, -0.237], [-0.219, -0.307, -0.064], [0.023, 0.407, 0.355], [-0.552, -0.038, -0.248], [0.044, -0.020, 0.033], [0.341, 0.402, 0.238], [-0.126, -0.069, -0.009], [0.074, 0.038, 0.050], [0.014, 0.050, -0.060], [-0.013, 0.070, -0.073], [-0.041, -0.281, 0.240], [0.029, 0.043, -0.009], [0.014, -0.011, 0.025], [-0.018, -0.012, 0.003], [0.007, 0.037, -0.031], [0.048, 0.006, 0.066], [0.038, -0.016, -0.093], [-0.034, -0.028, -0.036], [0.003, -0.008, 0.029], [-0.007, -0.001, 0.005], [-0.028, 0.004, 0.006], [-0.024, -0.016, 0.003], [-0.021, -0.003, -0.013], [0.014, -0.071, 0.036], [0.026, -0.408, -0.217], [-0.081, 0.168, 0.212], [0.047, 0.016, -0.090], [0.003, 0.006, -0.008], [-0.037, 0.039, 0.048], [0.040, -0.010, -0.022], [0.035, 0.035, 0.029], [-0.028, -0.027, -0.467], [0.041, -0.083, 0.124], [-0.033, -0.023, 0.000], [0.038, 0.071, 0.014], [-0.003, 0.022, 0.004], [-0.006, -0.041, 0.034], [0.038, 0.104, -0.006], [-0.066, 0.054, 0.037], [-0.069, -0.020, -0.015], [0.025, 0.025, 0.028], [-0.027, -0.004, 0.000], [0.000, -0.049, -0.007], [0.008, 0.019, 0.063], [0.004, -0.015, 0.067], [0.009, -0.028, 0.006], [0.025, -0.024, -0.020], [-0.016, 0.012, -0.012], [0.020, -0.027, 0.004], [-0.013, -0.050, 0.005], [-0.021, -0.002, -0.008], [-0.008, 0.024, -0.035], [-0.005, -0.047, 0.012], [0.029, -0.028, 0.020], [-0.013, -0.001, -0.036], [0.020, 0.005, -0.015], [0.006, 0.031, 0.004], [0.028, -0.025, -0.016], [0.257, -0.014, 0.089], [-0.088, 0.051, 0.099], [1.042, -0.328, 0.033], [-0.241, -0.168, -0.221], [-1.103, 1.145, -0.410], [-0.003, -0.035, -0.064], [-0.018, -0.031, 0.052], [-0.063, -0.082, -0.098], [-0.024, -0.037, 0.058], [-0.025, 0.036, -0.066], [0.017, 0.011, 0.031], [-0.144, 0.020, -0.042], [0.002, -0.018, -0.039], [0.018, -0.007, 0.006], [0.123, -0.178, 0.100], [0.457, 0.185, -0.019], [0.033, -0.003, 0.008], [-0.011, -0.033, -0.002], [-0.010, 0.021, 0.002], [0.035, -0.004, 0.008], [-0.001, 0.002, -0.003], [-0.014, -0.010, 0.003], [0.036, 0.006, -0.015], [0.004, 0.012, 0.037], [-0.027, 0.017, -0.038]], "lowdin_charge": [0.5973, -0.0838, -0.2778, -0.0104, -0.6998, 0.9134, 0.0213, -0.0365, -0.2699, -0.0095, -0.2601, 0.0041, -0.0169, -0.0089, -0.0785, 0.0057, 0.0786, 0.0782, 0.0629, 0.1191, 0.0813, 0.1438, 0.0727, 0.1028, 0.0940, 0.1165, 0.1213, 0.1194, 0.1030, 0.8405, -0.5696, -0.0874, -0.0560, -0.0550, -0.0564, -0.3606, 1.0784, -0.3577, -0.0811, -0.0736, -0.0730, -0.0607, -0.1039, -0.3296, -0.1003, -0.0651, -0.0668, -0.0651, -0.0815, 0.1106, 0.1145, 0.1138, 0.1005, 0.1034, 0.1070, 0.1075, 0.1128, 0.1117, 0.1102, 0.1094, 0.1091, 0.1085, 0.0803, -0.0019, -0.1751, -0.5511, 0.0922, -0.2243, 0.0883, 0.0951, -0.1318, 0.1251, 0.1276, -0.0427, -0.6147, -0.0400, -0.0363, -0.1033, -0.2062, 0.0886, 0.0860, 0.0713, 0.0895, 0.0828, 0.0785, 0.0899, 0.0747, 0.0796]}